[1]
{"formula": "C13H17N3O3S", "method": "ωB97M-V/def2-TZVPD", "elements": ["C", "N", "C", "C", "N", "C", "C", "C", "C", "C", "S", "N", "O", "C", "C", "C", "O", "C", "C", "O", "H", "H", "H", "H", "H", "H", "H", "H", "H", "H", "H", "H", "H", "H", "H", "H", "H"], "xyz": [[-0.33709, -1.30976, -1.67745], [-0.80556, -1.39398, -0.30923], [0.08392, -2.16332, 0.54173], [1.34598, -1.42237, 0.82657], [2.31361, -1.16080, 0.00258], [3.13434, -0.34287, 0.73661], [4.34765, 0.19933, 0.21171], [4.86746, -0.01480, -1.03781], [6.07902, 0.66827, -1.24088], [6.45967, 1.38751, -0.14941], [5.35083, 1.24902, 1.15317], [2.67693, -0.12295, 1.94375], [1.51014, -0.81954, 2.01147], [-1.15792, -0.09810, 0.24650], [-2.61223, 0.25889, -0.07364], [-2.84252, 1.77654, -0.09203], [-4.20280, 2.07784, -0.31098], [-5.01418, 1.47619, 0.67644], [-4.79054, -0.03741, 0.70172], [-3.42902, -0.33043, 0.92439], [0.65035, -0.83517, -1.75921], [-1.05252, -0.73640, -2.26275], [-0.27597, -2.31551, -2.09009], [-0.42564, -2.37150, 1.48510], [0.31768, -3.10154, 0.03503], [4.38415, -0.64203, -1.76414], [6.64287, 0.62795, -2.15528], [7.33432, 1.99631, -0.03258], [-0.49622, 0.70065, -0.12410], [-1.07723, -0.13733, 1.33437], [-2.90051, -0.15209, -1.05443], [-2.29165, 2.24475, -0.90898], [-2.51203, 2.20134, 0.86850], [-6.04532, 1.71728, 0.41618], [-4.77181, 1.89750, 1.66374], [-5.34340, -0.50057, 1.51993], [-5.11473, -0.47089, -0.25655]], "max_force_ev_per_a": 1.365, "smiles": "CN(Cc1nc(-c2cccs2)no1)C[C@@H]1COCCO1", "de_lowest_ev": 2.8388, "charge": 0}

---

[2]
{"formula": "C13H17N5OS2", "method": "ωB97M-V/def2-TZVPD", "elements": ["C", "C", "N", "C", "N", "C", "O", "C", "S", "C", "N", "N", "C", "C", "C", "C", "N", "C", "S", "C", "C", "H", "H", "H", "H", "H", "H", "H", "H", "H", "H", "H", "H", "H", "H", "H", "H", "H"], "xyz": [[-4.80869, -1.11051, 1.87228], [-4.32257, -0.35820, 0.67973], [-3.12931, -0.70825, 0.12062], [-2.83105, 0.02320, -0.89106], [-1.71776, -0.07841, -1.67738], [-0.61763, -0.88988, -1.53051], [0.24991, -0.88227, -2.36818], [-0.60696, -1.74296, -0.28687], [1.02813, -2.49289, -0.08545], [1.90604, -1.00126, 0.07129], [1.38764, 0.15571, 0.37578], [2.38844, 1.05143, 0.38369], [3.50105, 0.43561, 0.08996], [4.82230, 1.05249, -0.00145], [4.93429, 2.41726, -0.63363], [5.10299, 2.27071, 0.83928], [3.25260, -0.89685, -0.12504], [4.16218, -1.94214, -0.49262], [-4.03183, 1.25105, -1.27856], [-4.97291, 0.67229, 0.07063], [-6.27292, 1.29189, 0.43685], [-4.09032, -1.88665, 2.11640], [-4.91871, -0.44440, 2.72626], [-5.77532, -1.56948, 1.66972], [-1.67797, 0.53863, -2.48067], [-1.33477, -2.54968, -0.36296], [-0.82612, -1.13755, 0.59144], [5.63251, 0.35338, -0.16516], [4.01888, 2.86127, -0.99056], [5.80247, 2.62034, -1.24232], [4.29941, 2.61449, 1.47048], [6.08994, 2.37240, 1.26465], [4.75978, -1.63216, -1.35121], [3.58314, -2.82582, -0.75863], [4.82454, -2.18652, 0.34138], [-6.92716, 0.54790, 0.88688], [-6.12513, 2.09784, 1.15724], [-6.75912, 1.70800, -0.44231]], "max_force_ev_per_a": 1.281, "smiles": "Cc1nc(NC(=O)CSc2nnc(C3CC3)n2C)sc1C", "charge": 0}

---

[3]
{"formula": "C13H18Br9F5O3S", "method": "ωB97M-V/def2-TZVPD", "elements": ["O", "C", "O", "C", "C", "F", "F", "C", "F", "F", "F", "C", "S", "Br", "O", "H", "H", "Br", "C", "C", "Br", "H", "H", "H", "H", "Br", "C", "C", "Br", "H", "H", "H", "H", "Br", "C", "C", "Br", "H", "H", "H", "H", "Br", "C", "C", "Br", "H", "H", "H", "H"], "xyz": [[5.17976, 1.81495, -1.38570], [4.43430, 1.14055, -1.93014], [3.05578, 1.32964, -1.76445], [2.49763, 0.06852, -2.09706], [1.32096, -0.34983, -1.20550], [0.76340, 0.79476, -0.76009], [1.66926, -1.03732, -0.12350], [0.17057, -1.14681, -1.94818], [0.50509, -1.54859, -3.13625], [-0.14391, -2.20187, -1.22930], [-0.91916, -0.42087, -1.98227], [3.63229, -0.91811, -2.42668], [4.42460, -1.84912, -1.07461], [3.49429, -1.87830, -4.14751], [4.65314, 0.08657, -2.75437], [2.06356, 0.27256, -3.09202], [5.71114, -1.42599, -1.17501], [7.63547, -5.14641, -0.50402], [6.39695, -6.45788, -1.23795], [6.20449, -6.26526, -2.71881], [5.04353, -4.74744, -3.08748], [5.47256, -6.36786, -0.67523], [6.85108, -7.42577, -1.03344], [5.70020, -7.12652, -3.15366], [7.13506, -6.08801, -3.24980], [-4.26721, 2.99583, -1.19757], [-3.56509, 1.31450, -0.51354], [-4.35688, 0.13907, -1.02130], [-6.05752, -0.03520, -0.08505], [-3.56238, 1.39084, 0.57066], [-2.53868, 1.26783, -0.87178], [-3.82771, -0.79214, -0.82547], [-4.58501, 0.20730, -2.08079], [-1.99534, 3.66224, 3.17679], [-2.05683, 1.78234, 3.67485], [-0.69244, 1.14971, 3.61910], [-0.16214, 0.79068, 1.78020], [-2.77175, 1.30373, 3.01116], [-2.44719, 1.77046, 4.69102], [-0.70146, 0.17831, 4.11087], [0.08412, 1.76791, 4.05966], [-5.54784, 6.49126, 1.97374], [-6.66303, 5.32849, 3.06588], [-5.86540, 4.19536, 3.65316], [-5.49530, 2.82589, 2.32304], [-7.47990, 4.99026, 2.43522], [-7.05638, 5.96732, 3.85466], [-6.43429, 3.69097, 4.43258], [-4.90641, 4.51147, 4.05595]], "max_force_ev_per_a": 3.857, "smiles": "O=C1O[C@H](C(F)(F)C(F)(F)F)[C@@](S)(Br)O1.BrCCBr.BrCCBr.BrCCBr.BrCCBr", "charge": 0}

---

[4]
{"formula": "C13H18BrClO4", "method": "ωB97M-V/def2-TZVPD", "elements": ["C", "C", "C", "Cl", "O", "C", "C", "C", "O", "Br", "C", "C", "C", "C", "C", "O", "C", "C", "O", "H", "H", "H", "H", "H", "H", "H", "H", "H", "H", "H", "H", "H", "H", "H", "H", "H", "H"], "xyz": [[-1.66562, -3.83736, -1.65373], [-0.45066, -3.33097, -1.48388], [-0.24626, -1.85628, -1.68471], [-0.41130, -1.68021, -3.53710], [1.04245, -1.38105, -1.43445], [0.95409, 0.03990, -1.46840], [1.86965, 0.68077, -2.50054], [1.85275, 2.18583, -2.50725], [2.07685, 2.84099, -3.48502], [1.51270, 3.13658, -0.80638], [-0.53324, 0.43871, -1.46081], [-1.14391, -0.86864, -0.95712], [-1.34597, -1.04594, 0.53643], [-0.12825, -0.73180, 1.42941], [-0.26750, 0.60342, 2.14417], [1.05824, 1.03227, 2.49616], [1.17552, 2.12150, 3.29213], [-0.03023, 2.83806, 3.85466], [2.28813, 2.53861, 3.53682], [-1.84447, -4.82536, -2.04442], [-2.53376, -3.23300, -1.44641], [0.38795, -3.95571, -1.22572], [1.32596, 0.45124, -0.53028], [2.89045, 0.41400, -2.22718], [1.71410, 0.28819, -3.49687], [-0.97154, 0.67574, -2.42321], [-0.78529, 1.30659, -0.86390], [-2.14064, -1.04009, -1.36394], [-1.69225, -2.04546, 0.77520], [-2.15109, -0.37697, 0.83171], [0.82641, -0.81901, 0.93143], [-0.11686, -1.47897, 2.21815], [-0.71412, 1.35619, 1.49740], [-0.86393, 0.42831, 3.03037], [-0.33485, 3.62410, 3.17269], [-0.88187, 2.20660, 4.07458], [0.27834, 3.29918, 4.77999]], "max_force_ev_per_a": 2.120, "smiles": "C=C[C@]1(Cl)O[C@@H](CC(=O)Br)C[C@@H]1CCCOC(C)=O", "charge": 0}

---

[5]
{"formula": "C13H18Cl2N2O4S", "method": "ωB97M-V/def2-TZVPD", "elements": ["C", "O", "C", "C", "C", "N", "C", "O", "C", "N", "C", "C", "C", "Cl", "C", "C", "Cl", "C", "S", "C", "O", "O", "H", "H", "H", "H", "H", "H", "H", "H", "H", "H", "H", "H", "H", "H", "H", "H", "H", "H"], "xyz": [[-1.09724, 4.02935, 1.20357], [-0.17389, 3.37773, 0.15794], [1.05406, 3.96174, 0.40286], [1.78070, 3.27248, -0.58234], [2.10489, 1.86133, -0.05448], [0.78727, 1.14121, -0.64826], [0.70750, 0.20686, -1.55501], [1.64224, -0.37133, -2.03998], [-0.52482, -0.30462, -1.78277], [-1.14885, -1.09248, -0.73699], [-0.99863, -2.54265, -0.50017], [-1.45789, -3.36646, 0.43793], [-1.19138, -4.76122, 0.55892], [-1.83238, -5.75013, 1.56232], [0.00074, -5.18355, -0.21914], [0.51518, -4.35614, -1.28652], [2.08062, -4.87660, -2.08710], [0.35567, -3.06583, -1.31857], [-1.65009, -0.37648, 0.85927], [-0.65815, -0.64371, 2.10954], [-3.00405, -1.05264, 0.90605], [-1.89555, 0.88440, 0.39363], [-0.84617, 3.79058, 2.17466], [-1.23835, 5.17472, 0.94572], [-1.90752, 3.65409, 0.97110], [1.33405, 3.83098, 1.30216], [1.31528, 5.07574, 0.41278], [2.98111, 3.76462, -0.41060], [1.81545, 3.36597, -1.67774], [2.25507, 1.66265, 0.84632], [2.80855, 1.34273, -0.85106], [0.04795, 1.53929, -0.20320], [-1.32070, 0.48730, -1.83229], [-0.84193, -0.86877, -2.69945], [-2.26196, -3.13863, 0.79811], [0.16899, -6.22800, -0.33892], [0.95917, -2.40586, -1.97663], [-0.30830, -1.73740, 2.08409], [-0.77474, -0.02974, 2.99807], [0.41811, -0.27154, 1.67618]], "max_force_ev_per_a": 14.988, "smiles": "COCCCNC(=O)CN(c1cc(Cl)cc(Cl)c1)S(C)(=O)=O", "de_lowest_ev": 12.9501, "charge": 0}

---

[6]
{"formula": "C13H18ClN3O2S", "method": "ωB97M-V/def2-TZVPD", "elements": ["C", "S", "C", "C", "C", "N", "C", "N", "O", "C", "O", "N", "C", "C", "C", "C", "C", "C", "C", "Cl", "H", "H", "H", "H", "H", "H", "H", "H", "H", "H", "H", "H", "H", "H", "H", "H", "H", "H"], "xyz": [[5.09325, 0.54158, 0.53885], [4.40185, 0.25051, -1.11194], [3.62428, -1.38419, -0.85442], [2.42122, -1.38197, 0.07225], [1.19432, -0.65625, -0.49651], [1.37997, 0.77700, -0.63447], [1.71531, 1.55010, 0.45241], [2.15181, 2.80317, 0.11779], [1.55390, 1.20213, 1.60276], [-0.02782, -1.01122, 0.37382], [-0.16171, -2.12006, 0.84835], [-0.93530, -0.03255, 0.48981], [-2.12238, -0.16898, 1.30381], [-3.36602, -0.19374, 0.45345], [-4.10311, -1.36080, 0.30196], [-5.24016, -1.39221, -0.48617], [-5.65843, -0.24774, -1.14282], [-4.93581, 0.92557, -1.01510], [-3.79914, 0.94193, -0.22485], [-2.90750, 2.42400, -0.08469], [5.69376, 1.44291, 0.47174], [5.71906, -0.30235, 0.81555], [4.29287, 0.68068, 1.26000], [4.40572, -2.03767, -0.46470], [3.34940, -1.72071, -1.85459], [2.66943, -0.92909, 1.03336], [2.12360, -2.41494, 0.26474], [0.97819, -1.04643, -1.49906], [1.76836, 1.07086, -1.51803], [2.54152, 2.98708, -0.78992], [2.47401, 3.37846, 0.87717], [-0.74056, 0.87397, 0.09462], [-2.02211, -1.10913, 1.85023], [-2.16737, 0.66314, 2.01420], [-3.77120, -2.25316, 0.81048], [-5.79899, -2.30986, -0.58821], [-6.54544, -0.26388, -1.75748], [-5.24877, 1.82384, -1.52438]], "max_force_ev_per_a": 0.650, "smiles": "CSCC[C@H](NC(N)=O)C(=O)NCc1ccccc1Cl", "de_lowest_ev": 0.2228, "charge": 0}

---

Let's list E_HOMO in order: -8.773, -8.003, -9.669, -9.769, -8.180, -8.551 eV.
Let's list E_LUMO in order: 0.46, 0.67, -0.16, 0.45, 0.10, 0.50 eV.